1.
Density functional theory data (ωB97M-V with the def2-TZVPD basis set) for a molecular structure, AlFHO2P in a non-equilibrium geometry.

The geometry in XYZ format:
```
6
AlFHO2P | the OMol25 dataset | ωB97M-V with the def2-TZVPD basis set
P 1.57 0.88 0.13
O 0.13 0.03 0.33
O 2.33 -0.40 -0.11
H 0.54 -0.98 0.12
F -3.08 0.21 -0.36
Al -1.50 0.27 -0.11
```

As for the net charge: +2. The relative energy (zero: lowest compared OMol25 entry of this formula, charge and spin) is 205.5 kJ/mol.


2.
Density functional theory data (ωB97M-V with the def2-TZVPD basis set) for a molecular structure, AlFO4P in a non-equilibrium geometry.

The geometry in XYZ format:
```
7
AlFO4P | the OMol25 dataset | ωB97M-V with the def2-TZVPD basis set
O -0.30 0.56 -1.35
O -0.44 -0.65 0.74
O -0.50 -1.99 -1.44
O 1.54 -0.81 -0.44
F -1.25 1.97 2.40
Al 0.91 1.72 0.81
P 0.03 -0.80 -0.72
```

As for the net charge: -1. The relative energy (zero: lowest compared OMol25 entry of this formula, charge and spin) is 34.2 kJ/mol.


The records above yield frontier orbital gap values of 9.1433 4.2299 eV, respectively.
The records above yield HOMO level values of -22.60 -5.51 eV, respectively.